This record from OMol25 describes a molecular structure, C3H4O3Zn in a non-equilibrium geometry. The level of theory is wB97M-V/def2-TZVPD.

The geometry in ORCA input format:
```
! RIJCOSX wB97M-V def2-TZVPD def2/J DEFGRID3
* xyz -1 2
O 1.24652 -0.53611 0.73005
C 1.66326 0.25872 1.57630
C 2.76559 0.85026 2.02425
H 0.12842 0.51252 2.24309
H 3.06880 1.80505 1.59373
H 3.42069 0.32628 2.74181
O -1.63362 0.40521 0.82458
C -1.31442 0.09261 2.08776
O -1.30044 -1.24177 2.22182
Zn -0.86679 -1.32791 0.30194
H -2.00213 0.57260 2.82013
*
```

⟨S²⟩: 0.752
DFT total energy in eV: -57732.5767
HOMO (spin up / spin down) in eV: -2.441 / -3.361
Gap between HOMO and LUMO (spin up / spin down) in eV: 5.910 / 6.642